1.
DFT (ωB97M-V/def2-TZVPD) results for a molecular structure, C25H27Cl2NO3PtS2.

Values from the calculation:
HOMO-LUMO gap (alpha / beta) (eV): 5.509 / 5.686
Relative energy (zero: lowest compared OMol25 entry of this formula, charge and spin) (kcal per mole): 48.0
Spin multiplicity: 1

Last column: Mulliken charge in e.
CARTESIAN COORDINATES (ANGSTROEM)
Pt1 0.2630 0.0302 -0.2283  0.54
Cl1 -0.6780 0.5875 2.8703  -0.14
C1 -1.3125 2.1060 2.3296  0.65
C2 -2.3671 2.6317 3.0589  -0.60
C3 -2.8748 3.8797 2.7425  -0.41
C4 -2.3191 4.6016 1.7022  -0.83
C5 -1.2842 4.0518 0.9654  0.31
Cl2 -0.6323 5.0186 -0.3220  -0.18
C6 -0.7551 2.7806 1.2335  -0.33
S1 0.6176 2.2126 0.2877  -0.13
H1 -2.7656 2.0617 3.8862  0.45
H2 -3.6914 4.2950 3.3175  0.38
H3 -2.6820 5.5872 1.4466  0.45
C7 8.5294 -1.8656 -0.3638  -1.37
C8 7.0982 -1.6369 0.0388  0.94
C9 6.6691 -0.3915 0.4888  -0.80
C10 5.3526 -0.1835 0.8676  -0.55
C11 4.4511 -1.2331 0.7874  -0.14
C12 4.8541 -2.4833 0.3454  -0.38
C13 6.1746 -2.6773 -0.0251  -0.65
S2 2.7756 -0.9578 1.2650  1.79
O1 2.1057 -2.2413 1.3207  -0.68
O2 2.7698 -0.1597 2.4549  -0.67
O3 2.2693 -0.1611 0.0575  -0.65
H4 9.1168 -0.9533 -0.2707  0.34
H5 8.5943 -2.2061 -1.3985  0.33
H6 8.9922 -2.6309 0.2614  0.32
H7 7.3775 0.4259 0.5493  0.28
H8 5.0226 0.7806 1.2310  0.43
H9 4.1356 -3.2906 0.3074  0.46
H10 6.4958 -3.6549 -0.3656  0.37
C14 -4.0138 2.3598 -0.2343  -1.05
C15 -3.7618 1.8303 -1.6492  0.50
C16 -2.5700 2.5148 -2.3197  -1.37
C17 -3.6953 0.3209 -1.6434  0.78
C18 -4.7622 -0.3756 -2.1833  -1.06
C19 -4.8014 -1.7592 -2.1584  -0.85
C20 -3.7574 -2.4877 -1.6095  -1.15
C21 -2.6398 -1.8582 -1.0959  0.89
C22 -1.5650 -2.7240 -0.4986  0.40
C23 -0.1578 -2.3746 -0.9673  -1.64
C24 -1.6546 -2.7225 1.0347  -1.26
C25 -2.5886 -0.4205 -1.0972  0.30
N1 -1.5747 0.2970 -0.6046  -0.10
H11 -4.1264 3.4441 -0.2615  0.43
H12 -3.1817 2.1216 0.4251  -0.07
H13 -4.9254 1.9326 0.1884  0.41
H14 -4.6485 2.0724 -2.2428  0.52
H15 -1.6669 2.4377 -1.7171  0.12
H16 -2.7902 3.5744 -2.4573  0.40
H17 -2.3656 2.0820 -3.3014  0.35
H18 -5.5874 0.1783 -2.6129  0.41
H19 -5.6570 -2.2788 -2.5716  0.40
H20 -3.8039 -3.5698 -1.5986  0.43
H21 -1.7781 -3.7386 -0.8432  0.66
H22 0.3888 -1.8350 -0.1404  0.13
H23 -0.1069 -1.9424 -1.9663  0.58
H24 0.4960 -3.2487 -0.9676  0.40
H25 -1.4940 -1.7146 1.4230  0.13
H26 -0.8827 -3.3680 1.4559  0.38
H27 -2.6305 -3.0714 1.3734  0.39

***

2.
DFT (ωB97M-V/def2-TZVPD) results for a single C25H27F3N2O4 molecule.

Values from the calculation:
HOMO-LUMO gap (eV): 8.900
SMILES string: CCCOc1ccc(N2C(=O)C[C@H](N3CCC(O)(c4cccc(C(F)(F)F)c4)CC3)C2=O)cc1
Spin multiplicity: 1

Last column: Mulliken charge in e.
CARTESIAN COORDINATES (ANGSTROEM)
C1 4.6148 -1.5345 1.7536  -0.99
C2 5.3173 -0.9736 2.9841  -0.38
C3 4.5892 0.2125 3.6248  -0.58
O1 3.4101 -0.1772 4.3048  -0.45
C4 2.1990 -0.1701 3.6968  0.57
C5 1.1470 -0.6724 4.4703  -0.80
C6 -0.1410 -0.7038 3.9848  -0.52
C7 -0.4051 -0.2379 2.7021  0.12
N1 -1.7249 -0.2805 2.1763  0.44
C8 -2.5664 -1.3769 2.3078  0.47
O2 -2.2833 -2.4042 2.8607  -0.60
C9 -3.8805 -1.0267 1.6389  -1.15
C10 -3.5825 0.2293 0.8278  -0.16
N2 -3.4179 -0.0530 -0.5954  -0.04
C11 -3.3704 1.1552 -1.4027  -0.56
C12 -3.4571 0.7897 -2.8779  -1.54
C13 -2.2873 -0.1089 -3.3066  1.39
O3 -2.5779 -0.5245 -4.6363  -0.64
C14 -0.9650 0.6536 -3.3299  -0.10
C15 -0.8906 1.8252 -4.0804  -0.83
C16 0.2841 2.5477 -4.1755  -0.92
C17 1.4277 2.1094 -3.5324  -0.85
C18 1.3746 0.9211 -2.8199  -0.61
C19 2.6078 0.4153 -2.1291  0.91
F1 3.7385 0.7442 -2.7728  -0.29
F2 2.7387 0.9111 -0.8803  -0.23
F3 2.6232 -0.9208 -1.9941  -0.28
C20 0.1949 0.1946 -2.7189  0.57
C21 -2.3015 -1.3180 -2.3596  -1.87
C22 -2.2678 -0.8928 -0.8939  0.27
C23 -2.2741 0.7441 1.4278  -0.05
O4 -1.7647 1.8160 1.2247  -0.58
C24 0.6296 0.2623 1.9268  -0.19
C25 1.9204 0.3038 2.4179  -0.42
H1 4.5291 -0.7768 0.9782  0.18
H2 5.1830 -2.3697 1.3507  0.40
H3 3.6181 -1.8900 2.0039  0.28
H4 6.3210 -0.6404 2.7122  0.36
H5 5.4134 -1.7578 3.7376  0.29
H6 5.2259 0.6388 4.4074  0.30
H7 4.3884 0.9923 2.8847  0.36
H8 1.3707 -1.0328 5.4617  0.43
H9 -0.9393 -1.0981 4.5924  0.40
H10 -4.2453 -1.8513 1.0289  0.34
H11 -4.6204 -0.8336 2.4173  0.38
H12 -4.3664 0.9854 0.9172  0.82
H13 -4.2277 1.7778 -1.1378  0.47
H14 -2.4528 1.7359 -1.2147  0.27
H15 -4.3748 0.2305 -3.0621  0.44
H16 -3.4886 1.6943 -3.4812  0.54
H17 -1.9026 -1.1486 -4.9250  0.45
H18 -1.7642 2.1643 -4.6144  0.48
H19 0.3111 3.4564 -4.7565  0.41
H20 2.3504 2.6649 -3.5961  0.48
H21 0.2158 -0.7336 -2.1710  0.79
H22 -1.4733 -1.9967 -2.5730  0.49
H23 -3.2315 -1.8583 -2.5460  0.46
H24 -2.3004 -1.7873 -0.2680  0.40
H25 -1.3262 -0.3610 -0.6827  -0.03
H26 0.4367 0.6355 0.9336  0.46
H27 2.6908 0.7004 1.7786  0.22

***

3.
DFT (ωB97M-V/def2-TZVPD) results for a single C25H27FN2O2 molecule.

Values from the calculation:
HOMO-LUMO gap (eV): 7.503
SMILES string: COc1cc(CNc2ccc(N3CCCC3)cc2)ccc1OCc1ccccc1F
Relative energy (zero: lowest compared OMol25 entry of this formula, charge and spin) (kcal per mole): 0.0
Spin multiplicity: 1

Last column: Mulliken charge in e.
CARTESIAN COORDINATES (ANGSTROEM)
C1 -3.9784 -1.0755 2.5912  -0.96
O1 -3.8090 -0.1630 1.5360  -0.42
C2 -3.2073 -0.5952 0.3835  0.27
C3 -2.6979 -1.8720 0.2094  -0.27
C4 -2.1128 -2.2658 -0.9891  0.24
C5 -1.4586 -3.6249 -1.0764  -1.66
N1 -0.3720 -3.7740 -0.1219  -0.25
C6 0.6535 -2.8267 -0.0855  0.67
C7 1.1277 -2.1889 -1.2282  -0.49
C8 2.1841 -1.3039 -1.1658  -0.71
C9 2.8231 -1.0143 0.0429  0.79
N2 3.8422 -0.0919 0.1169  0.51
C10 4.4203 0.5254 -1.0569  -0.81
C11 5.4923 1.4468 -0.4835  -0.77
C12 6.0136 0.6378 0.7008  -0.75
C13 4.7476 -0.0246 1.2480  -0.78
C14 2.3486 -1.6607 1.1888  -0.65
C15 1.2884 -2.5409 1.1211  -1.14
C16 -2.0697 -1.3688 -2.0414  -0.42
C17 -2.5542 -0.0845 -1.8764  -0.38
C18 -3.1006 0.3298 -0.6723  0.73
O2 -3.5482 1.6249 -0.5967  -0.55
C19 -3.0407 2.4176 0.4722  -0.86
C20 -1.5337 2.3928 0.4925  -0.14
C21 -0.8378 1.4765 1.2714  0.16
C22 0.5412 1.3887 1.2151  -0.97
C23 1.2564 2.2246 0.3756  0.06
C24 0.5913 3.1531 -0.4047  -0.86
C25 -0.7883 3.2189 -0.3396  0.56
F1 -1.4218 4.1333 -1.1057  -0.37
H1 -3.0168 -1.4244 2.9841  0.37
H2 -4.5055 -0.5272 3.3710  0.27
H3 -4.5816 -1.9364 2.2863  0.35
H4 -2.7519 -2.5879 1.0158  0.47
H5 -1.0668 -3.7866 -2.0835  0.37
H6 -2.1840 -4.4170 -0.8686  0.49
H7 -0.7023 -3.9909 0.8096  0.30
H8 0.6768 -2.3874 -2.1866  0.28
H9 2.5143 -0.8351 -2.0789  0.40
H10 3.6583 1.0737 -1.6178  0.34
H11 4.8733 -0.2226 -1.7266  0.45
H12 6.2671 1.6868 -1.2085  0.39
H13 5.0399 2.3756 -0.1329  0.27
H14 6.5149 1.2516 1.4465  0.37
H15 6.7121 -0.1229 0.3498  0.33
H16 4.9580 -1.0203 1.6536  0.42
H17 4.3030 0.5844 2.0477  0.30
H18 2.8011 -1.4665 2.1495  0.39
H19 0.9449 -3.0227 2.0278  0.25
H20 -1.6434 -1.6615 -2.9887  0.36
H21 -2.5060 0.6335 -2.6800  0.49
H22 -3.4133 3.4224 0.2592  0.48
H23 -3.4371 2.0721 1.4329  0.29
H24 -1.3902 0.8297 1.9350  0.42
H25 1.0589 0.6588 1.8169  0.53
H26 2.3309 2.1515 0.3308  0.38
H27 1.1210 3.8224 -1.0648  0.47

***

4.
DFT (ωB97M-V/def2-TZVPD) results for 2 unconnected molecules or ions with the total composition C25H27N2O3S in a non-equilibrium geometry.

Values from the calculation:
Net charge: -1
HOMO-LUMO gap (eV): 5.488
Spin multiplicity: 1

Last column: Mulliken charge in e.
CARTESIAN COORDINATES (ANGSTROEM)
C1 -5.1035 -5.0786 -0.6708  -1.40
C2 -3.7328 -4.6259 -0.2554  1.06
C3 -2.8779 -4.0665 -1.2106  -0.60
C4 -1.5882 -3.6768 -0.8652  -0.39
C5 -1.1459 -3.8467 0.4519  -0.12
S1 0.5439 -3.4500 0.8447  1.32
N1 0.2499 -2.4241 2.1498  -0.35
C6 1.2122 -2.0065 2.9157  -0.90
C7 1.1784 -0.6310 3.4130  0.86
C8 2.3099 -0.0253 3.9945  -1.14
C9 2.2309 1.2462 4.5351  -0.06
C10 1.0324 1.9887 4.4371  0.05
N2 0.9162 3.2303 5.0666  0.28
C11 0.9248 4.4759 4.3369  -1.04
C12 0.9397 3.3651 6.5073  -1.04
C13 -0.0659 1.4277 3.7308  -0.22
C14 -0.0041 0.1198 3.2717  -0.82
O1 1.2016 -4.6501 1.2921  -0.53
O2 1.0830 -2.6933 -0.2550  -0.74
C15 -1.9908 -4.3877 1.4236  -0.29
C16 -3.2858 -4.7650 1.0649  -0.90
H1 -5.6550 -5.4761 0.1851  0.33
H2 -5.6778 -4.2497 -1.1033  0.32
H3 -5.0409 -5.8623 -1.4376  0.32
H4 -3.2283 -3.9400 -2.2372  0.34
H5 -0.9242 -3.2345 -1.6016  0.46
H6 2.1436 -2.5727 3.0604  0.74
H7 3.2522 -0.5755 4.0125  0.42
H8 3.0930 1.6979 5.0307  0.43
H9 0.8897 4.2849 3.2584  0.32
H10 0.0589 5.0861 4.6289  0.31
H11 1.8332 5.0563 4.5680  0.28
H12 0.8193 2.3808 6.9766  0.28
H13 1.8801 3.8201 6.8543  0.32
H14 0.1101 4.0156 6.8232  0.33
H15 -0.9738 2.0251 3.6169  0.40
H16 -0.8550 -0.3469 2.7751  0.43
H17 -1.6410 -4.5074 2.4463  0.46
H18 -3.9626 -5.1839 1.8129  0.26
C17 2.6832 -1.8832 6.7158  -1.32
C18 2.7755 -2.8107 5.5201  0.86
C19 1.5816 -3.5452 5.1605  -1.40
C20 1.6291 -4.8636 4.6220  1.39
C21 2.7911 -5.3472 3.9582  -0.37
C22 2.8221 -6.6089 3.3892  -0.63
C23 1.7030 -7.4473 3.4684  -0.41
C24 0.5583 -7.0131 4.1567  -0.43
C25 0.5125 -5.7476 4.7261  -0.53
O3 3.8261 -2.8526 4.8399  -0.75
H19 2.2538 -2.4040 7.5812  0.42
H20 3.6875 -1.5255 6.9627  0.36
H21 2.0477 -1.0203 6.4732  0.13
H22 0.6409 -3.2201 5.6117  0.20
H23 3.6542 -4.6866 3.9020  0.40
H24 3.7297 -6.9346 2.8783  0.33
H25 1.7231 -8.4224 2.9830  0.33
H26 -0.3044 -7.6767 4.2396  0.34
H27 -0.3701 -5.4063 5.2750  0.33

***

Copy entry 1 word for word.
DFT (ωB97M-V/def2-TZVPD) results for a molecular structure, C25H27Cl2NO3PtS2.

Values from the calculation:
HOMO-LUMO gap (alpha / beta) (eV): 5.509 / 5.686
Relative energy (zero: lowest compared OMol25 entry of this formula, charge and spin) (kcal per mole): 48.0
Spin multiplicity: 1

Last column: Mulliken charge in e.
CARTESIAN COORDINATES (ANGSTROEM)
Pt1 0.2630 0.0302 -0.2283  0.54
Cl1 -0.6780 0.5875 2.8703  -0.14
C1 -1.3125 2.1060 2.3296  0.65
C2 -2.3671 2.6317 3.0589  -0.60
C3 -2.8748 3.8797 2.7425  -0.41
C4 -2.3191 4.6016 1.7022  -0.83
C5 -1.2842 4.0518 0.9654  0.31
Cl2 -0.6323 5.0186 -0.3220  -0.18
C6 -0.7551 2.7806 1.2335  -0.33
S1 0.6176 2.2126 0.2877  -0.13
H1 -2.7656 2.0617 3.8862  0.45
H2 -3.6914 4.2950 3.3175  0.38
H3 -2.6820 5.5872 1.4466  0.45
C7 8.5294 -1.8656 -0.3638  -1.37
C8 7.0982 -1.6369 0.0388  0.94
C9 6.6691 -0.3915 0.4888  -0.80
C10 5.3526 -0.1835 0.8676  -0.55
C11 4.4511 -1.2331 0.7874  -0.14
C12 4.8541 -2.4833 0.3454  -0.38
C13 6.1746 -2.6773 -0.0251  -0.65
S2 2.7756 -0.9578 1.2650  1.79
O1 2.1057 -2.2413 1.3207  -0.68
O2 2.7698 -0.1597 2.4549  -0.67
O3 2.2693 -0.1611 0.0575  -0.65
H4 9.1168 -0.9533 -0.2707  0.34
H5 8.5943 -2.2061 -1.3985  0.33
H6 8.9922 -2.6309 0.2614  0.32
H7 7.3775 0.4259 0.5493  0.28
H8 5.0226 0.7806 1.2310  0.43
H9 4.1356 -3.2906 0.3074  0.46
H10 6.4958 -3.6549 -0.3656  0.37
C14 -4.0138 2.3598 -0.2343  -1.05
C15 -3.7618 1.8303 -1.6492  0.50
C16 -2.5700 2.5148 -2.3197  -1.37
C17 -3.6953 0.3209 -1.6434  0.78
C18 -4.7622 -0.3756 -2.1833  -1.06
C19 -4.8014 -1.7592 -2.1584  -0.85
C20 -3.7574 -2.4877 -1.6095  -1.15
C21 -2.6398 -1.8582 -1.0959  0.89
C22 -1.5650 -2.7240 -0.4986  0.40
C23 -0.1578 -2.3746 -0.9673  -1.64
C24 -1.6546 -2.7225 1.0347  -1.26
C25 -2.5886 -0.4205 -1.0972  0.30
N1 -1.5747 0.2970 -0.6046  -0.10
H11 -4.1264 3.4441 -0.2615  0.43
H12 -3.1817 2.1216 0.4251  -0.07
H13 -4.9254 1.9326 0.1884  0.41
H14 -4.6485 2.0724 -2.2428  0.52
H15 -1.6669 2.4377 -1.7171  0.12
H16 -2.7902 3.5744 -2.4573  0.40
H17 -2.3656 2.0820 -3.3014  0.35
H18 -5.5874 0.1783 -2.6129  0.41
H19 -5.6570 -2.2788 -2.5716  0.40
H20 -3.8039 -3.5698 -1.5986  0.43
H21 -1.7781 -3.7386 -0.8432  0.66
H22 0.3888 -1.8350 -0.1404  0.13
H23 -0.1069 -1.9424 -1.9663  0.58
H24 0.4960 -3.2487 -0.9676  0.40
H25 -1.4940 -1.7146 1.4230  0.13
H26 -0.8827 -3.3680 1.4559  0.38
H27 -2.6305 -3.0714 1.3734  0.39

***

What is the spin multiplicity in the third record? 1